This record from OMol25 describes CH6OSi in the gas phase. The level of theory is wB97M-V/def2-TZVPD.

```
9
CH6OSi (wB97M-V/def2-TZVPD)
C -0.68969 0.35915 0.54073
O -1.50822 0.02935 -0.64536
Si 1.06481 -0.12338 -0.05224
H -1.03504 -0.25692 1.43617
H -0.87215 1.40373 0.65926
H -1.08887 -0.70667 -1.11595
H 2.31701 0.36096 0.76072
H 0.80575 -1.56184 -0.19456
H 1.00642 0.49561 -1.38877
```

Properties
**SMILES**: OC[SiH3]
**Spin multiplicity**: 1
**LUMO level**: 0.0339 Eh
**Highest occupied orbital energy**: -10.15 eV
**Frontier orbital gap**: 11.0692 eV

Atom charges from the Löwdin analysis, given in e for atoms 1 to 8:
1. C -0.42
2. O -0.20
3. Si 0.66
4. H 0.08
5. H 0.05
6. H 0.02
7. H -0.07
8. H -0.07

---

This record from OMol25 describes 2 unconnected molecules or ions with the total composition C5H3FN3O2. The level of theory is wB97M-V/def2-TZVPD.

```
14
C5H3FN3O2 (wB97M-V/def2-TZVPD)
C -0.07995 0.09563 -0.30249
C 0.81787 0.25504 0.63440
C -0.46846 -1.25751 -0.65471
C 0.72373 -1.97832 1.21540
C 1.47910 0.62717 3.64387
N 1.20776 -0.72105 1.46613
N -0.07494 -2.28285 0.03251
N 1.24468 -2.94883 1.79541
O 0.44329 0.26361 3.96604
O 2.53478 1.05218 3.52159
F 0.66435 -4.19602 1.47444
H -0.37254 0.87570 -0.99448
H 1.33337 1.19102 0.79664
H -0.83593 -1.40482 -1.69314
```

Properties
**Spin multiplicity**: 1
**LUMO level**: 0.1279 Eh
**Highest occupied orbital energy**: -3.21 eV
**Total charge**: -1
**Frontier orbital gap**: 6.6894 eV

Atom charges from the Löwdin analysis, given in e for atoms 1 to 8:
1. C -0.16
2. C -0.25
3. C -0.20
4. C -0.47
5. C -0.51
6. N 0.05
7. N 0.09
8. N 0.02

---

This record from OMol25 describes a molecular structure, ClHg. The level of theory is wB97M-V/def2-TZVPD.

```
2
ClHg (wB97M-V/def2-TZVPD)
Hg -21.40937 -22.32556 9.98468
Cl -18.55226 -18.85530 8.82265
```

Properties
**Spin multiplicity**: 1
**LUMO level**: -0.4279 Eh
**Highest occupied orbital energy**: -15.09 eV
**Total charge**: +1
**Frontier orbital gap**: 3.4484 eV

Charges computed using Löwdin, reported in e:
1. Hg 0.80
2. Cl 0.20